No. 1
{"formula": "C33H36BNO2S", "method": "the ωB97M-V functional and the def2-TZVPD basis", "energy_ev": -51900.5457, "total_charge": 0, "e_above_lowest_kj_mol": 257.6, "lumo_energy_ev": 0.5788, "smiles": "Cc1ccc([C@@H](c2ccccc2)c2cn(C)c3ccccc23)s1.CC1(C)OB(c2ccccc2)OC1(C)C", "gap_ev": 7.87, "symbols": ["C", "N", "C", "C", "C", "C", "C", "C", "C", "C", "C", "C", "C", "C", "C", "C", "C", "H", "H", "H", "H", "H", "H", "H", "H", "H", "H", "H", "H", "H", "H", "C", "C", "C", "C", "C", "B", "C", "C", "C", "C", "C", "C", "O", "C", "C", "C", "C", "C", "C", "O", "S", "H", "H", "H", "H", "H", "H", "H", "H", "H", "H", "H", "H", "H", "H", "H", "H", "H", "H", "H", "H", "H", "H"], "coordinates": [[3.45771, 2.83192, 2.91241], [2.40077, 1.85040, 2.75098], [1.45126, 1.82640, 1.77578], [0.57603, 0.75665, 1.98656], [-0.74959, 0.85427, 1.23900], [-1.81619, 0.58678, 2.44774], [-2.17092, -0.61030, 3.10702], [-3.25738, -0.62924, 4.03477], [-3.84842, 0.52116, 4.53881], [-3.43158, 1.71104, 3.95102], [-2.43891, 1.74746, 2.96086], [1.11903, -0.00103, 3.14165], [0.80576, -1.07604, 3.97467], [1.33404, -1.17263, 5.28599], [2.30301, -0.29379, 5.76241], [2.84525, 0.62825, 4.85941], [2.25629, 0.74424, 3.60715], [4.34762, 2.37174, 3.33738], [3.70071, 3.26044, 1.93945], [3.12386, 3.62261, 3.58622], [1.26810, 2.66254, 1.08046], [-0.88584, 2.01650, 0.88512], [-1.70683, -1.58335, 2.86590], [-3.67630, -1.58633, 4.34312], [-4.72011, 0.48916, 5.23894], [-3.92925, 2.63514, 4.22319], [-2.14866, 2.75144, 2.54572], [0.14092, -1.85637, 3.57502], [0.98350, -1.95460, 5.93156], [2.62483, -0.32184, 6.81623], [3.66011, 1.27332, 5.12135], [-0.18349, 1.51511, -4.20482], [0.00659, 1.14557, -2.79781], [1.21623, 0.84142, -2.16772], [0.96875, 0.44212, -0.78289], [-0.33136, 0.58694, -0.21785], [-1.71048, -1.84310, 0.27184], [-3.06713, -1.19725, 0.46318], [-3.56806, 0.08020, 0.32647], [-4.87670, 0.39538, 0.71868], [-5.66370, -0.64925, 1.23443], [-5.20986, -1.98884, 1.25145], [-3.91869, -2.24080, 0.82834], [-1.46841, -2.41044, -0.96636], [-0.26620, -3.20525, -0.86538], [-0.69244, -4.63116, -1.08081], [0.63726, -2.82275, -2.02019], [0.28803, -3.00046, 0.62142], [0.14369, -4.15925, 1.59863], [1.69984, -2.46947, 0.66426], [-0.68404, -1.98585, 1.14691], [-1.31491, 0.72225, -1.73337], [0.45905, 2.30609, -4.58614], [0.03318, 0.66255, -4.83442], [-1.18273, 1.84108, -4.48140], [2.22371, 1.08178, -2.61364], [1.84180, 0.26677, -0.11658], [-2.97539, 0.89670, -0.05852], [-5.26817, 1.43722, 0.68236], [-6.66977, -0.45056, 1.60217], [-5.84693, -2.81909, 1.58790], [-3.52980, -3.25634, 0.82887], [0.17267, -5.31239, -0.98879], [-1.47708, -4.93097, -0.37347], [-1.12515, -4.74686, -2.08319], [1.63089, -3.34177, -1.95253], [0.14148, -3.11296, -2.97226], [0.76980, -1.72651, -2.06698], [0.73498, -4.99576, 1.19906], [0.51467, -3.86386, 2.59055], [-0.92365, -4.41140, 1.75158], [2.34139, -3.25566, 0.22406], [1.81180, -1.53820, 0.09648], [2.01956, -2.27304, 1.69823]], "forces_ev_per_angstrom": [[-0.43, 0.07, -0.14], [1.31, -0.66, 0.22], [-1.24, -0.80, 1.29], [1.40, 1.29, 0.48], [1.02, 2.26, 0.61], [-0.39, 0.27, -0.44], [-0.81, -0.22, 0.13], [0.89, -0.22, -0.15], [-0.55, 0.04, -0.76], [0.35, 0.30, -0.03], [0.24, 0.62, -0.56], [0.71, 1.45, -0.01], [-0.51, -0.99, 0.53], [-0.44, 0.01, -1.43], [0.56, 0.55, -0.39], [-0.40, -0.71, 0.51], [-1.29, 1.39, -1.18], [0.00, -0.04, -0.13], [0.04, 0.01, 0.11], [0.10, 0.13, 0.01], [0.50, -0.56, 0.48], [-0.13, -2.14, 2.04], [-0.60, 1.01, 0.01], [0.48, 0.01, 0.06], [1.01, 0.00, -0.67], [0.21, 0.07, 0.06], [-0.41, -1.14, 0.33], [0.16, 0.52, 0.65], [-0.18, -0.30, 0.10], [-0.03, -0.09, -0.74], [0.18, 0.27, 0.27], [-0.44, 0.11, -1.26], [1.47, -1.24, 1.86], [-1.58, 0.65, 0.34], [0.37, 1.18, 1.68], [0.94, -2.14, -4.15], [1.42, 0.39, -2.10], [-0.99, -0.50, -0.04], [-0.99, 0.73, 0.11], [-0.15, -0.69, 0.32], [-0.17, -0.35, -0.09], [-0.37, 0.70, -0.07], [-0.47, 0.13, 0.37], [0.43, -0.51, 0.86], [-0.28, -0.58, 0.06], [-0.26, -1.00, -0.11], [0.70, 0.39, -0.41], [-1.25, 1.34, 0.02], [-0.25, -0.18, -0.25], [0.37, 0.04, -0.03], [0.95, -0.88, 0.08], [0.11, 1.34, 0.47], [0.34, 0.14, 0.48], [0.01, -0.35, -0.27], [-0.27, -0.07, 0.34], [-1.24, -0.62, 0.66], [-0.83, 0.39, -0.65], [0.07, -0.05, 0.21], [0.40, -0.99, -0.04], [0.19, 0.08, -0.11], [0.19, 0.57, -0.13], [-0.11, -0.02, 0.09], [-0.42, 0.15, -0.06], [0.31, 0.00, -0.06], [0.19, 0.06, 0.20], [-0.87, 0.53, -0.15], [0.32, 0.07, 0.63], [0.18, -0.55, 0.11], [-0.35, -0.05, 0.49], [0.15, -0.04, -0.41], [0.59, -0.19, -0.31], [-0.05, 0.43, 0.25], [-0.04, -0.65, 0.14], [-0.11, -0.16, -0.30]], "lowdin_charge": [-0.03, -0.10, -0.03, -0.14, -0.16, -0.14, -0.04, -0.07, -0.10, -0.10, -0.05, -0.09, -0.04, -0.08, -0.09, -0.03, -0.16, 0.08, 0.09, 0.09, 0.16, 0.17, 0.10, 0.10, 0.12, 0.10, 0.12, 0.09, 0.09, 0.11, 0.09, -0.12, -0.57, -0.12, -0.19, -0.40, -0.75, -0.10, -0.09, -0.05, -0.08, -0.07, -0.04, 0.13, -0.45, -0.03, 0.00, -0.37, -0.01, 0.00, 0.09, 1.09, 0.08, 0.08, 0.07, 0.13, 0.10, 0.04, 0.12, 0.10, 0.11, 0.12, 0.10, 0.09, 0.10, 0.11, 0.10, 0.07, 0.10, 0.09, 0.10, 0.10, 0.06, 0.09]}

---

No. 2
{"formula": "C33H36Cl4N9O8RbS2", "method": "the ωB97M-V functional and the def2-TZVPD basis", "energy_ev": -137017.3916, "total_charge": -2, "e_above_lowest_kj_mol": 44.8, "lumo_energy_ev": 3.6883, "gap_ev": 6.51, "symbols": ["Rb", "N", "C", "C", "N", "C", "C", "N", "H", "H", "H", "H", "H", "H", "H", "H", "H", "H", "H", "H", "H", "N", "C", "C", "C", "C", "C", "C", "S", "O", "O", "N", "C", "N", "C", "C", "C", "N", "H", "H", "H", "H", "H", "H", "H", "H", "H", "Cl", "C", "C", "C", "Cl", "C", "O", "C", "Cl", "C", "H", "H", "O", "C", "O", "C", "C", "Cl", "N", "N", "C", "C", "O", "O", "C", "C", "C", "C", "C", "C", "H", "H", "H", "H", "H", "H", "C", "S", "C", "O", "H", "H", "H", "H", "H", "H"], "coordinates": [[-0.68265, 1.13070, -0.64939], [3.02982, -1.08762, -2.60367], [3.93625, -0.48885, -1.62313], [4.02583, -1.36695, -0.38761], [2.92184, -1.09599, 0.51690], [2.53173, -2.21848, 1.34068], [1.18040, -1.95443, 1.97982], [0.21512, -1.61857, 0.95088], [2.79678, -0.38286, -3.29794], [2.13089, -1.25637, -2.15254], [3.61166, 0.51436, -1.31125], [4.92443, -0.39082, -2.08069], [4.97447, -1.19811, 0.13501], [4.01938, -2.42017, -0.72004], [2.09106, -0.81026, -0.00460], [3.28030, -2.39851, 2.12152], [2.46931, -3.14628, 0.74072], [1.25039, -1.09452, 2.65250], [0.90480, -2.82808, 2.59252], [-0.67125, -1.34540, 1.37641], [0.01246, -2.40506, 0.34269], [-8.02310, -0.59394, 2.44703], [-7.03307, -0.37265, 1.47471], [-5.68706, -0.50560, 1.80699], [-4.70696, -0.25458, 0.86604], [-5.07126, 0.13033, -0.41859], [-6.40382, 0.26006, -0.76669], [-7.38424, 0.01400, 0.18311], [-3.79893, 0.52452, -1.58235], [-3.27655, 1.81604, -1.12484], [-4.39112, 0.53144, -2.90145], [-2.60311, -0.49625, -1.41252], [-2.83547, -1.81630, -1.52994], [-1.73207, -2.59819, -1.46148], [-1.92276, -3.89612, -1.56109], [-3.17167, -4.47869, -1.72553], [-4.23094, -3.58819, -1.77244], [-4.08542, -2.28198, -1.68167], [-7.71730, -1.20225, 3.19560], [-8.90623, -0.90330, 2.06221], [-5.40033, -0.82500, 2.80268], [-3.66693, -0.39324, 1.13776], [-6.65970, 0.53628, -1.77786], [-8.43190, 0.11585, -0.07868], [-1.02779, -4.51371, -1.50285], [-3.30661, -5.54743, -1.80531], [-5.25130, -3.94297, -1.88726], [-2.64166, 1.10793, 7.88587], [-2.47910, 0.42459, 6.27463], [-1.72470, 1.08417, 5.31733], [-1.61082, 0.53620, 4.05844], [-0.69044, 1.38832, 2.85628], [-2.21028, -0.69681, 3.64410], [-2.08026, -1.18600, 2.49536], [-2.97653, -1.29507, 4.69794], [-3.79016, -2.79851, 4.33259], [-3.11363, -0.76604, 5.96367], [-1.23358, 2.01862, 5.54535], [-3.70920, -1.28209, 6.70462], [2.23835, 5.57926, -3.46542], [2.89832, 5.75094, -2.33942], [3.58709, 6.72946, -2.13490], [2.74080, 4.69180, -1.29620], [3.16446, 4.79045, 0.01129], [4.03817, 6.05503, 0.75955], [2.83812, 3.64875, 0.65765], [2.23178, 2.79152, -0.18379], [2.15795, 3.39431, -1.34854], [1.43454, 2.68668, -2.47621], [1.11396, 3.41292, -3.45559], [1.18716, 1.48574, -2.33240], [2.93671, 3.27397, 2.02854], [2.90101, 4.21219, 3.04904], [2.96040, 3.78504, 4.36769], [3.05217, 2.43642, 4.67400], [3.08214, 1.51011, 3.64013], [3.02390, 1.92019, 2.32110], [1.67038, 4.70193, -3.47481], [2.78687, 5.26400, 2.83480], [2.91469, 4.52270, 5.15887], [3.08224, 2.10934, 5.70364], [3.14013, 0.45117, 3.85165], [3.05614, 1.18643, 1.52712], [-2.90076, 4.24040, 1.03716], [-1.41278, 4.91168, 0.29956], [-1.89980, 4.77506, -1.41976], [-0.33303, 3.89751, 0.52313], [-3.69241, 4.98296, 0.95630], [-2.66082, 4.06046, 2.08302], [-3.18371, 3.31194, 0.54112], [-2.59806, 5.58057, -1.64219], [-2.35600, 3.80384, -1.61388], [-0.99056, 4.90077, -2.00610]], "forces_ev_per_angstrom": [[0.62, 0.15, 1.14], [-0.25, 0.03, -0.10], [0.06, 0.14, 0.08], [0.05, -0.06, -0.01], [-0.13, 0.12, -0.13], [0.04, -0.06, 0.06], [-0.08, -0.02, 0.02], [-0.01, 0.10, -0.31], [0.00, -0.02, 0.03], [0.10, -0.02, -0.05], [0.05, -0.03, -0.01], [0.00, -0.04, -0.01], [0.00, 0.02, 0.01], [0.06, 0.04, 0.00], [0.16, -0.02, 0.17], [0.05, 0.02, -0.03], [-0.01, -0.04, 0.03], [0.05, -0.02, 0.02], [-0.03, 0.06, -0.02], [0.02, -0.05, 0.10], [0.02, 0.02, -0.02], [-0.19, -0.09, 0.11], [0.01, -0.02, -0.05], [0.02, -0.01, 0.01], [-0.08, 0.05, -0.08], [0.05, 0.01, 0.15], [0.09, -0.06, 0.16], [0.00, 0.00, 0.00], [-0.21, 0.15, -0.29], [-0.19, -0.07, -0.18], [-0.11, 0.08, 0.11], [-0.70, -0.19, -0.08], [0.29, 0.24, -0.01], [0.10, -0.14, -0.01], [0.09, -0.11, 0.01], [-0.07, -0.03, -0.01], [-0.03, -0.19, -0.01], [-0.28, -0.22, -0.11], [-0.04, 0.07, -0.11], [0.15, 0.02, 0.07], [0.00, -0.01, 0.01], [0.06, 0.01, 0.02], [-0.02, 0.03, -0.10], [-0.03, 0.00, 0.00], [-0.02, 0.00, -0.01], [0.00, -0.01, 0.01], [-0.05, -0.04, -0.01], [0.01, -0.03, -0.05], [-0.03, -0.01, 0.02], [-0.04, -0.05, 0.01], [0.03, 0.05, -0.02], [0.10, 0.16, 0.00], [-0.05, -0.01, 0.18], [-0.29, -0.03, 0.04], [-0.01, -0.03, -0.08], [0.00, 0.00, 0.00], [0.01, 0.03, 0.10], [0.03, 0.05, 0.01], [0.00, 0.00, -0.01], [0.17, 0.46, 0.17], [-0.26, -0.11, -0.12], [0.11, 0.07, -0.02], [-0.03, 0.03, -0.09], [0.09, 0.23, 0.00], [0.05, 0.00, -0.05], [-0.17, -0.09, -0.03], [0.03, -0.18, 0.01], [0.01, -0.01, 0.02], [0.21, 0.06, 0.04], [-0.31, -0.01, -0.31], [0.59, 0.05, -0.54], [0.08, 0.03, -0.02], [-0.18, 0.09, 0.08], [0.01, 0.01, 0.03], [-0.01, 0.00, -0.12], [-0.02, 0.01, 0.09], [0.19, -0.09, -0.08], [0.24, -0.29, 0.13], [-0.02, -0.09, -0.01], [0.00, 0.00, 0.02], [0.00, -0.02, 0.06], [-0.01, -0.05, 0.02], [-0.09, -0.04, -0.05], [-0.01, -0.06, -0.01], [0.27, -0.02, 0.10], [-0.01, -0.05, -0.02], [-0.20, 0.08, -0.06], [-0.09, 0.04, -0.01], [-0.01, 0.00, 0.05], [0.02, -0.02, 0.01], [-0.06, 0.04, -0.03], [0.03, 0.00, 0.01], [0.02, 0.02, -0.03]], "lowdin_charge": [0.89, 0.00, -0.29, -0.25, -0.07, -0.25, -0.28, -0.01, 0.06, 0.06, 0.09, 0.10, 0.10, 0.10, 0.08, 0.11, 0.11, 0.09, 0.11, 0.01, 0.05, 0.07, -0.33, -0.02, -0.03, -0.29, -0.06, -0.05, 0.56, -0.48, -0.32, -0.24, -0.47, 0.12, -0.16, -0.09, -0.15, 0.13, 0.08, 0.07, 0.09, 0.10, 0.11, 0.10, 0.10, 0.08, 0.10, 0.57, -0.70, -0.16, -0.56, 0.73, -0.53, -0.13, -0.59, 0.64, -0.18, 0.10, 0.09, 0.08, -0.53, 0.03, -0.05, -0.57, 0.78, -0.06, 0.16, -0.14, -0.62, 0.01, -0.18, -0.18, -0.05, -0.09, -0.10, -0.08, -0.01, 0.03, 0.07, 0.10, 0.09, 0.10, 0.09, -0.25, 0.83, -0.24, -0.61, 0.05, 0.05, 0.03, 0.05, 0.03, 0.05]}